P) The following is a DFT calculation (the ωB97M-V functional and the def2-TZVPD basis) of one molecule with the formula C9H14.

Its charge is 0. As for the HOMO-LUMO gap: 8.4162 eV.

Each atom is followed by the atoms it is bonded to, with distances in Å.
Geometry (Å):
1 C -1.0721 1.6688 -0.0312  C2 1.269, C3 1.424, C4 1.565
2 C -2.3080 1.4218 0.1144  C1 1.269, C4 1.588
3 C 0.2909 2.0457 0.1331  C1 1.424, C5 1.577, H10 1.092, H11 1.114
4 C -1.4035 0.1432 -0.1464  C1 1.565, C2 1.588, C6 1.564, C7 1.557
5 C 0.7510 0.5374 0.1347  C3 1.577, C8 1.532, C9 1.517
6 C -1.4982 -0.9137 1.0024  C4 1.564, H12 1.135, H13 1.096, H14 1.120
7 C -1.7934 -0.4742 -1.5214  C4 1.557, H15 1.104, H16 1.147, H17 1.136
8 C 1.4590 -0.0158 -1.1062  C5 1.532, H18 1.113, H19 1.129, H20 1.046
9 C 1.4116 0.2626 1.4724  C5 1.517, H21 1.121, H22 1.024, H23 1.137
10 H 0.6366 2.6032 -0.7405  C3 1.092
11 H 0.5376 2.5541 1.0932  C3 1.114
12 H -1.7431 -1.8380 0.3903  C6 1.135
13 H -2.3953 -0.7364 1.6069  C6 1.096
14 H -0.5135 -1.0973 1.5038  C6 1.120
15 H -0.9774 -1.0389 -2.0053  C7 1.104
16 H -2.0172 0.3557 -2.2811  C7 1.147
17 H -2.7002 -1.1582 -1.5477  C7 1.136
18 H 1.1967 0.6443 -1.9634  C8 1.113
19 H 1.0504 -0.9803 -1.5284  C8 1.129
20 H 2.4545 0.0424 -0.7915  C8 1.046
21 H 2.1189 1.1229 1.5983  C9 1.121
22 H 1.9100 -0.6164 1.6382  C9 1.024
23 H 0.6594 0.3441 2.3215  C9 1.137

Q) The following is a DFT calculation (the ωB97M-V functional and the def2-TZVPD basis) of a 2-piece molecular cluster, C9H14 overall.

Its SMILES is Cc1ccccc1.CC. Its charge is 0. As for the HOMO-LUMO gap: 9.9663 eV.

Each atom is followed by the atoms it is bonded to, with distances in Å.
Geometry (Å):
1 C 0.2050 -1.7032 -1.8274  C2 1.414, H8 1.255, H9 1.181, H10 1.169
2 C -0.6550 -1.0549 -0.9119  C1 1.414, C3 1.396, C7 1.373
3 C -0.8989 -1.5319 0.3767  C2 1.396, C4 1.364, H11 1.102
4 C -1.7908 -0.9534 1.2322  C3 1.364, C5 1.400, H12 1.124
5 C -2.5218 0.1588 0.7982  C4 1.400, C6 1.384, H13 1.083
6 C -2.3639 0.6221 -0.4961  C5 1.384, C7 1.437, H14 1.050
7 C -1.3780 0.0258 -1.3545  C2 1.373, C6 1.437, H15 1.122
8 H 1.2092 -0.9873 -2.0620  C1 1.255
9 H -0.3212 -1.7754 -2.8826  C1 1.181
10 H 0.5945 -2.7422 -1.4580  C1 1.169
11 H -0.3636 -2.4841 0.5208  C3 1.102
12 H -1.7872 -1.0996 2.3470  C4 1.124
13 H -3.2399 0.6807 1.4178  C5 1.083
14 H -3.0218 1.3724 -0.8238  C6 1.050
15 H -1.6323 0.3632 -2.3944  C7 1.122
16 C 2.3183 1.8473 1.5360  C17 1.535, H18 1.123, H19 1.142, H20 1.104
17 C 2.1799 0.9841 0.2746  C16 1.535, H21 1.079, H22 1.093, H23 1.156
18 H 1.4623 1.6655 2.2400  C16 1.123
19 H 3.0464 1.5761 2.3726  C16 1.142
20 H 2.4457 2.9408 1.4520  C16 1.104
21 H 2.4790 1.2502 -0.7274  C17 1.079
22 H 1.1386 0.7664 0.0243  C17 1.093
23 H 2.8955 0.0784 0.3461  C17 1.156

R) The following is a DFT calculation (the ωB97M-V functional and the def2-TZVPD basis) of a 2-piece molecular cluster, C9H14 overall.

Its SMILES is Cc1ccccc1.CC. Its charge is 0. As for the HOMO-LUMO gap: 10.0064 eV.

Each atom is followed by the atoms it is bonded to, with distances in Å.
Geometry (Å):
1 C -0.7479 2.3955 0.4033  C2 1.520, H8 1.089, H9 1.135, H10 1.033
2 C -0.9246 0.8918 0.5348  C1 1.520, C3 1.373, C7 1.408
3 C -0.5962 0.3558 1.7554  C2 1.373, C4 1.412, H11 1.087
4 C -0.6573 -1.0503 1.8737  C3 1.412, C5 1.445, H12 1.106
5 C -1.1920 -1.8843 0.8225  C4 1.445, C6 1.330, H13 1.098
6 C -1.4238 -1.2722 -0.3352  C5 1.330, C7 1.394, H14 1.007
7 C -1.3090 0.0985 -0.5628  C2 1.408, C6 1.394, H15 1.071
8 H -0.3614 2.8608 1.3090  C1 1.089
9 H -1.7489 2.8348 0.0971  C1 1.135
10 H -0.0231 2.5306 -0.3199  C1 1.033
11 H -0.4144 0.9459 2.6504  C3 1.087
12 H -0.3992 -1.5171 2.8422  C4 1.106
13 H -1.3488 -2.9690 0.8963  C5 1.098
14 H -1.7641 -1.8256 -1.1042  C6 1.007
15 H -1.5408 0.4857 -1.5335  C7 1.071
16 C 2.6924 0.0825 -2.5268  C17 1.571, H18 1.143, H19 1.204, H20 1.023
17 C 2.7409 -0.1962 -0.9812  C16 1.571, H21 1.055, H22 1.107, H23 1.093
18 H 1.6768 -0.3628 -2.8018  C16 1.143
19 H 2.5417 1.2739 -2.6189  C16 1.204
20 H 3.5687 -0.0159 -3.0464  C16 1.023
21 H 2.8283 0.7689 -0.5647  C17 1.055
22 H 1.8199 -0.7660 -0.7495  C17 1.107
23 H 3.6701 -0.7702 -0.9581  C17 1.093

S) The following is a DFT calculation (the ωB97M-V functional and the def2-TZVPD basis) of a 2-piece molecular cluster, C9H14 overall.

Its SMILES is Cc1ccccc1.CC. Its charge is 0. As for the HOMO-LUMO gap: 9.7347 eV.

Each atom is followed by the atoms it is bonded to, with distances in Å.
Geometry (Å):
1 C 2.1365 -3.0629 -0.2257  C2 1.459, H8 1.069, H9 1.104, H10 1.147
2 C 1.1391 -2.0265 -0.4710  C1 1.459, C3 1.343, C7 1.422
3 C 1.4214 -0.8400 -1.0343  C2 1.343, C4 1.391, H11 1.096
4 C 0.4559 0.1035 -1.3682  C3 1.391, C5 1.503, H12 1.059
5 C -0.9644 -0.2605 -1.0396  C4 1.503, C6 1.413, H13 0.989
6 C -1.1982 -1.4168 -0.2611  C5 1.413, C7 1.372, H14 1.088
7 C -0.1668 -2.2713 0.0349  C2 1.422, C6 1.372, H15 1.062
8 H 1.5950 -3.9066 0.1444  C1 1.069
9 H 2.9677 -2.7562 0.4329  C1 1.104
10 H 2.5170 -3.4218 -1.2466  C1 1.147
11 H 2.4920 -0.6066 -1.0396  C3 1.096
12 H 0.7029 1.0048 -1.8660  C4 1.059
13 H -1.6668 0.3799 -1.3129  C5 0.989
14 H -2.1619 -1.7404 0.1253  C6 1.088
15 H -0.2982 -3.2159 0.5030  C7 1.062
16 C -1.3343 2.9312 0.3635  C17 1.467, H18 1.055, H19 1.115, H20 1.175
17 C -0.8565 3.0574 1.7453  C16 1.467, H21 1.183, H22 1.015, H23 1.102
18 H -1.1971 1.9294 0.0626  C16 1.055
19 H -2.4270 3.0997 0.2214  C16 1.115
20 H -0.7977 3.6967 -0.3481  C16 1.175
21 H -1.2447 2.3264 2.5911  C17 1.183
22 H 0.1576 3.0330 1.7734  C17 1.015
23 H -1.2716 3.9634 2.2152  C17 1.102

How far above the most stable structure does each one sit? In hartree: P) 0.2038; Q) 0.0203; R) 0.0025; S) 0.0000.